Formula: C16H23NO4
Source: OMol25
Level of theory: wB97M-V/def2-TZVPD

Each line ends with the Löwdin charge.
Geometry (Å):
1 C 6.43 1.80 -0.11  -0.058
2 C 5.37 0.80 -0.24  -0.242
3 O 4.18 1.66 -0.20  -0.071
4 C 2.86 0.96 -0.11  -0.141
5 C 1.79 1.72 -0.03  -0.029
6 C 0.39 1.41 0.30  0.049
7 C 0.05 0.02 0.33  -0.194
8 C 1.14 -0.75 -0.20  0.087
9 C 2.43 -0.36 -0.30  -0.088
10 O 3.55 -1.30 -0.47  0.013
11 C 3.20 -2.45 -0.45  -0.519
12 C 2.99 -3.14 0.83  -0.069
13 H 2.25 -3.00 1.31  -0.040
14 H 3.00 -4.22 0.90  0.100
15 H 3.97 -3.03 1.40  0.119
16 H 4.08 -3.10 -0.82  0.156
17 H 2.43 -3.05 -1.05  0.153
18 H 0.83 -1.85 -0.09  0.165
19 C -1.14 -0.30 0.20  -0.527
20 O -1.59 -1.42 -0.12  0.049
21 N -2.16 0.34 0.90  0.036
22 H -1.92 1.31 1.54  0.219
23 C -3.51 0.10 1.19  -0.100
24 H -3.67 -0.99 0.97  0.153
25 C -4.42 1.08 0.05  -0.153
26 H -4.16 1.97 0.58  0.129
27 C -4.24 0.48 -1.21  -0.210
28 H -4.54 1.71 -1.79  0.221
29 H -3.30 0.41 -1.36  0.046
30 C -5.16 -0.55 -1.38  -0.183
31 H -4.65 -1.34 -1.38  0.061
32 C -6.29 -0.37 -0.48  -0.185
33 H -7.18 0.07 -0.73  0.085
34 O -5.80 0.50 0.55  -0.159
35 H -6.49 -1.35 0.18  0.167
36 H -5.59 -0.29 -2.41  0.164
37 H -3.77 0.07 2.01  -0.013
38 H -0.32 2.27 0.65  0.138
39 H 2.01 2.98 0.20  0.199
40 H 5.16 0.25 0.71  0.142
41 H 5.33 0.14 -1.00  0.081
42 H 6.17 2.55 -0.79  0.078
43 H 6.24 2.33 0.76  0.065
44 H 7.27 1.12 -0.22  0.104

Calculated values
HOMO-LUMO gap = 7.62 eV
HOMO level = -8.0 eV
relative energy (zero: lowest compared OMol25 entry of this formula, charge and spin) = 18.127 eV
lowest unoccupied orbital energy = -0.41 eV
charge = 0